Run one
Computed, not measured: a 2-piece molecular cluster, C3H6O2 overall, with ωB97M-V with the def2-TZVPD basis set.

For the gap between HOMO and LUMO, the calculation gives 0.3789 hartree. As for the SMILES: C=CC=O.O.

```
! wB97M-V def2-TZVPD RIJCOSX def2/J DEFGRID3
* xyz 0 1
C -0.523 -0.634 1.117
C 0.805 -0.535 1.044
C 1.453 0.217 -0.048
O 2.649 0.376 -0.153
H -1.009 -1.191 1.914
H -1.165 -0.167 0.370
H 1.473 -0.994 1.768
H 0.752 0.643 -0.800
O -1.752 0.584 -1.519
H -1.539 1.525 -1.545
H -1.145 0.176 -2.148
*
```

Run two
Computed, not measured: the molecule C3H6O2, with ωB97M-V with the def2-TZVPD basis set.

For the gap between HOMO and LUMO, the calculation gives 0.4279 hartree. As for the SMILES: CCOC=O.

```
! wB97M-V def2-TZVPD RIJCOSX def2/J DEFGRID3
* xyz 0 1
C -0.912 0.805 0.636
C 0.212 -0.182 0.766
O 1.207 -0.044 -0.240
C 0.943 -0.605 -1.415
O -0.006 -1.300 -1.719
H -1.848 0.243 1.157
H -0.751 1.889 1.114
H -1.121 1.044 -0.560
H 0.814 -0.216 1.774
H -0.258 -1.173 0.637
H 1.720 -0.460 -2.151
*
```

Relative energy table, unit kJ/mol: run one 11.1; run two 0.0

Run one
Computed, not measured: the molecule C3H6O2, with ωB97M-V with the def2-TZVPD basis set.

For the gap between HOMO and LUMO, the calculation gives 0.3951 hartree. As for the SMILES: C1COCO1.

```
! wB97M-V def2-TZVPD RIJCOSX def2/J DEFGRID3
* xyz 0 1
C 0.725 -0.610 0.569
C -0.782 -0.730 0.072
O -1.015 0.381 -0.726
C 0.130 1.264 -0.585
O 1.194 0.675 0.179
H 0.875 -0.735 1.726
H 1.171 -1.392 -0.037
H -1.567 -0.863 0.889
H -0.956 -1.773 -0.317
H -0.200 2.227 -0.208
H 0.425 1.558 -1.562
*
```

Run two
Computed, not measured: the molecule C3H6O2, with ωB97M-V with the def2-TZVPD basis set.

For the gap between HOMO and LUMO, the calculation gives 0.3833 hartree. As for the SMILES: O=CCCO.

```
! wB97M-V def2-TZVPD RIJCOSX def2/J DEFGRID3
* xyz 0 1
O -2.682 -0.239 0.017
C -1.493 -0.453 0.037
C -0.458 0.654 0.105
C 0.969 0.140 0.185
O 1.178 -0.690 -0.942
H -1.098 -1.490 -0.003
H -0.582 1.273 -0.792
H -0.691 1.290 0.969
H 1.672 0.986 0.192
H 1.114 -0.417 1.126
H 2.070 -1.054 -0.894
*
```

Relative energy table, unit kJ/mol: run one 113.6; run two 0.0

Run one
Computed, not measured: a 2-piece molecular cluster, CH2N2O2 overall, with ωB97M-V with the def2-TZVPD basis set.

For the gap between HOMO and LUMO, the calculation gives 0.4062 hartree. As for the SMILES: N#[N+][O-].C=O.

```
! wB97M-V def2-TZVPD RIJCOSX def2/J DEFGRID3
* xyz 0 1
N 2.974 1.673 0.871
N 2.538 2.676 1.181
O 1.928 3.598 1.517
C -0.047 0.472 -0.202
O -0.413 1.627 -0.111
H 1.056 0.163 -0.172
H -0.935 -0.193 -0.252
*
```

Run two
Computed, not measured: a 2-piece molecular cluster, CH2N2O2 overall, with ωB97M-V with the def2-TZVPD basis set.

For the gap between HOMO and LUMO (spin up / spin down), the calculation gives 0.3041 / 0.2926 hartree.

```
! wB97M-V def2-TZVPD RIJCOSX def2/J DEFGRID3
* xyz 0 1
C 0.203 -0.008 0.163
N -0.787 -0.357 1.039
N 0.766 0.262 -1.072
O -1.749 -0.952 0.677
O 1.496 0.113 0.286
H -1.014 1.430 0.732
H 1.085 -0.487 -1.825
*
```

Relative energy table, unit kJ/mol: run one 0.0; run two 634.4

Run one
Computed, not measured: the molecule C6H8, with ωB97M-V with the def2-TZVPD basis set.

For the gap between HOMO and LUMO, the calculation gives 0.3528 hartree. As for the SMILES: C1=C[C@H]2C[C@@H]1C2.

```
! wB97M-V def2-TZVPD RIJCOSX def2/J DEFGRID3
* xyz 0 1
C -1.475 0.314 0.019
C -0.555 1.036 0.845
C 0.776 0.471 0.439
C 0.419 -1.062 0.443
C -0.515 -0.696 -0.729
C 0.702 0.311 -1.101
H -2.561 0.394 0.002
H -0.653 1.659 1.654
H 1.593 0.931 0.929
H 1.182 -1.686 0.162
H -0.004 -1.281 1.501
H -0.944 -1.570 -1.281
H 0.353 1.276 -1.463
H 1.681 -0.097 -1.420
*
```

Run two
Computed, not measured: the molecule C6H8, with ωB97M-V with the def2-TZVPD basis set.

For the gap between HOMO and LUMO, the calculation gives 0.3625 hartree. As for the SMILES: CC#CC1CC1.

```
! wB97M-V def2-TZVPD RIJCOSX def2/J DEFGRID3
* xyz 0 1
C -0.727 0.083 2.400
C -1.190 -0.392 1.104
C -0.995 -0.717 -0.039
C 0.077 -0.760 -1.013
C 0.183 0.220 -2.132
C 1.006 0.435 -0.895
H 0.017 -0.637 2.760
H -1.507 0.222 3.143
H -0.197 1.033 2.237
H 0.544 -1.734 -1.107
H 0.685 -0.121 -3.028
H -0.669 0.873 -2.291
H 2.077 0.260 -0.915
H 0.696 1.235 -0.222
*
```

Run three
Computed, not measured: the molecule C6H8, with ωB97M-V with the def2-TZVPD basis set.

For the gap between HOMO and LUMO, the calculation gives 0.3790 hartree. As for the SMILES: C#C[C@@H]1C[C@@H]1C.

```
! wB97M-V def2-TZVPD RIJCOSX def2/J DEFGRID3
* xyz 0 1
C 2.646 0.499 -0.244
C 1.487 0.216 -0.426
C 0.563 -0.585 0.312
C -0.527 -1.300 -0.408
C -0.837 -0.145 0.507
C -1.304 1.188 -0.010
H 3.679 0.448 -0.394
H 1.068 -1.032 1.168
H -0.582 -1.141 -1.483
H -0.706 -2.315 -0.083
H -1.196 -0.410 1.494
H -0.829 1.428 -0.967
H -1.076 2.000 0.692
H -2.385 1.150 -0.157
*
```

Relative energy table, unit kJ/mol: run one 0.0; run two 18.9; run three 24.4

Run one
Computed, not measured: the molecule C6H8, with ωB97M-V with the def2-TZVPD basis set.

For the gap between HOMO and LUMO, the calculation gives 0.3038 hartree. As for the SMILES: CC1=C(C)C=C1.

```
! wB97M-V def2-TZVPD RIJCOSX def2/J DEFGRID3
* xyz 0 1
C -1.368 -1.493 -0.362
C -0.760 -0.242 0.127
C 0.536 0.229 -0.001
C 1.895 0.147 -0.618
C 0.166 1.468 0.918
C -1.121 1.141 0.961
H -2.234 -1.366 -0.951
H -1.750 -1.957 0.487
H -0.442 -2.114 -0.746
H 1.680 -0.240 -1.617
H 2.462 -0.429 -0.013
H 2.388 1.127 -0.872
H 0.642 2.270 1.416
H -2.093 1.461 1.272
*
```

Run two
Computed, not measured: a 2-piece molecular cluster, C6H8 overall, with ωB97M-V with the def2-TZVPD basis set.

For the gap between HOMO and LUMO, the calculation gives 0.3216 hartree.

```
! wB97M-V def2-TZVPD RIJCOSX def2/J DEFGRID3
* xyz 0 1
C -1.297 -0.735 -2.322
C -0.494 -0.274 -1.494
C 0.477 1.385 0.266
C -0.903 0.903 0.713
C -0.031 0.109 -0.253
C 1.250 -1.410 0.857
H -1.890 -0.862 -3.153
H 0.417 2.376 -0.296
H 1.313 1.331 0.921
H -1.030 0.497 1.717
H -1.887 1.322 0.310
H 0.948 -1.528 1.876
H 2.212 -0.934 0.829
H 0.913 -2.181 0.029
*
```

Relative energy table, unit kJ/mol: run one 0.0; run two 144.0

Run one
Computed, not measured: the molecule C6H8, with ωB97M-V with the def2-TZVPD basis set.

For the gap between HOMO and LUMO (spin up / spin down), the calculation gives 0.3190 / 0.3077 hartree. As for the SMILES: C=C=C1C[C@@H]1C.

```
! wB97M-V def2-TZVPD RIJCOSX def2/J DEFGRID3
* xyz 0 1
C -3.320 -0.469 0.260
C -1.671 -0.023 0.169
C -0.310 0.349 0.011
C 0.570 1.445 -0.449
C 1.091 0.219 0.441
C 1.989 -0.920 -0.191
H -3.762 -0.349 1.208
H -3.713 -0.707 -0.670
H 0.272 2.376 -0.018
H 0.790 1.511 -1.459
H 1.288 0.306 1.538
H 2.531 -0.688 -1.032
H 1.426 -1.780 -0.385
H 2.819 -1.271 0.575
*
```

Run two
Computed, not measured: the molecule C6H8, with ωB97M-V with the def2-TZVPD basis set.

For the gap between HOMO and LUMO, the calculation gives 0.3465 hartree. As for the SMILES: C1=C[C@H]2C[C@H]2C1.

```
! wB97M-V def2-TZVPD RIJCOSX def2/J DEFGRID3
* xyz 0 1
C 1.526 -0.495 0.445
C 0.503 -1.326 0.670
C -0.796 -0.802 0.015
C -1.572 0.681 -0.074
C -0.312 0.385 -0.759
C 0.953 0.819 -0.014
H 2.594 -0.688 0.524
H 0.634 -2.347 1.038
H -1.432 -1.606 -0.347
H -1.645 1.303 0.810
H -2.400 0.908 -0.773
H -0.283 0.322 -1.840
H 0.634 1.359 0.890
H 1.597 1.488 -0.584
*
```

Relative energy table, unit kJ/mol: run one 400.5; run two 0.0